[1]
Entry from the OMol25 dataset: a 4-piece molecular cluster, C2H14NO3 overall (the ωB97M-V functional and the def2-TZVPD basis).

Last columns: bonded neighbours and bond lengths (Å).
Element x y z (Å)
1 C 2.353 -1.722 -1.356  C2 1.491, H4 1.104, H5 1.082, H6 1.104
2 C 1.597 -1.696 -0.072  C1 1.491, N3 1.564, H7 1.086, H8 1.088
3 N 0.262 -0.899 -0.246  C2 1.564, H9 1.015, H10 1.019, H11 1.029
4 H 3.238 -2.370 -1.234  C1 1.104
5 H 1.811 -2.235 -2.139  C1 1.082
6 H 2.940 -0.902 -1.806  C1 1.104
7 H 1.266 -2.698 0.186  C2 1.086
8 H 2.114 -1.278 0.790  C2 1.088
9 H 0.109 -0.732 -1.235  N3 1.015
10 H 0.335 -0.074 0.348  N3 1.019
11 H -0.590 -1.354 0.110  N3 1.029
12 H -3.557 1.043 1.820  O14 0.970
13 H -4.409 1.351 0.603  O14 0.978
14 O -3.480 1.190 0.864  H12 0.970, H13 0.978
15 H -2.826 -1.877 1.174  O17 0.971
16 H -2.956 -0.510 0.233  O17 0.975
17 O -2.511 -1.357 0.417  H15 0.971, H16 0.975
18 H 2.093 4.743 0.413  O20 0.997
19 H 2.667 4.065 -0.740  O20 1.000
20 O 2.544 3.872 0.234  H18 0.997, H19 1.000

Values from the calculation:
E_HOMO (spin up / spin down) in eV: -17.29 / -17.29
Multiplicity: 2
LUMO level (spin up / spin down) in eV: -8.5 / -15.9
Net charge: +2
Kohn-Sham gap (spin up / spin down) in eV: 8.801 / 1.400
Expectation value of S²: 0.75

---

[2]
Entry from the OMol25 dataset: a 5-piece molecular cluster, C2H14NO4 overall (the ωB97M-V functional and the def2-TZVPD basis).

Last columns: bonded neighbours and bond lengths (Å).
Element x y z (Å)
1 C 0.947 1.508 0.175  C2 1.389, N3 1.414, H4 1.083
2 C 1.948 1.823 1.086  C1 1.389, H5 1.087, H6 1.091
3 N 0.076 0.414 0.383  C1 1.414, H7 1.055, H8 1.054, H9 1.095
4 H 0.671 2.092 -0.695  C1 1.083
5 H 2.567 2.703 0.928  C2 1.087
6 H 2.232 1.140 1.889  C2 1.091
7 H -0.874 0.870 0.404  N3 1.055
8 H 0.171 -0.286 1.164  N3 1.054
9 H 0.092 -0.160 -0.549  N3 1.095
10 H -3.286 1.404 0.199  O12 0.961
11 H -2.594 2.722 -0.277  O12 0.965
12 O -2.444 1.797 -0.048  H10 0.961, H11 0.965
13 H -0.598 -3.209 -3.618  O15 0.966
14 H -1.798 -3.338 -2.622  O15 0.957
15 O -1.053 -2.793 -2.874  H13 0.966, H14 0.957
16 H 1.341 -1.762 -1.417  O18 0.964
17 H -0.025 -1.810 -2.035  O18 0.997
18 O 0.606 -1.168 -1.609  H16 0.964, H17 0.997
19 H 0.403 -1.347 3.390  O21 0.963
20 H 0.756 0.116 3.299  O21 0.964
21 O 0.862 -0.716 2.826  H19 0.963, H20 0.964

Values from the calculation:
E_HOMO (spin up / spin down) in eV: -18.39 / -18.39
Multiplicity: 2
LUMO level (spin up / spin down) in eV: -9.5 / -13.5
Net charge: +2
Kohn-Sham gap (spin up / spin down) in eV: 8.887 / 4.858
Expectation value of S²: 0.75

---

[3]
Entry from the OMol25 dataset: a 5-piece molecular cluster, C2H14O4S overall (the ωB97M-V functional and the def2-TZVPD basis).

Last columns: bonded neighbours and bond lengths (Å).
Element x y z (Å)
1 C -0.472 -0.184 -2.855  S2 1.872, H4 1.111, H5 1.091, H6 1.116
2 S -0.045 1.353 -1.876  C1 1.872, C3 1.851
3 C 1.735 1.712 -2.239  S2 1.851, H7 1.081, H8 1.079, H9 1.115
4 H 0.343 -0.458 -3.559  C1 1.111
5 H -0.757 -0.956 -2.140  C1 1.091
6 H -1.336 0.022 -3.531  C1 1.116
7 H 2.456 1.523 -1.456  C3 1.081
8 H 1.853 2.680 -2.700  C3 1.079
9 H 2.113 0.917 -2.923  C3 1.115
10 O -0.879 1.828 2.218  H11 0.960, H12 0.972
11 H -0.280 1.150 1.896  O10 0.960
12 H -1.778 1.545 1.980  O10 0.972
13 O -0.095 -2.057 2.439  H14 0.967, H15 0.968
14 H -1.021 -2.011 2.713  O13 0.967
15 H 0.238 -2.623 3.150  O13 0.968
16 O 3.209 -2.659 2.341  H17 0.966, H18 0.967
17 H 2.631 -3.240 1.830  O16 0.966
18 H 2.759 -1.810 2.231  O16 0.967
19 O -3.276 1.125 1.115  H20 0.964, H21 0.963
20 H -3.452 1.702 0.363  O19 0.964
21 H -3.944 0.440 1.005  O19 0.963

Values from the calculation:
E_HOMO in eV: -8.59
Multiplicity: 1
LUMO level in eV: 0.2
Structure (SMILES): CSC.O.O.O.O
Kohn-Sham gap in eV: 8.818

---

[4]
Entry from the OMol25 dataset: a 5-piece molecular cluster, C2H14O4S overall (the ωB97M-V functional and the def2-TZVPD basis).

Last columns: bonded neighbours and bond lengths (Å).
Element x y z (Å)
1 C -0.201 -1.463 1.523  S2 1.795, H4 1.070, H5 1.095, H6 1.088
2 S -1.833 -0.836 1.116  C1 1.795, C3 1.782
3 C -2.835 -2.307 1.188  S2 1.782, H7 1.082, H8 1.090, H9 1.098
4 H 0.125 -2.106 0.732  C1 1.070
5 H 0.438 -0.575 1.575  C1 1.095
6 H -0.220 -1.885 2.526  C1 1.088
7 H -2.224 -3.200 1.155  C3 1.082
8 H -3.603 -2.269 0.415  C3 1.090
9 H -3.229 -2.320 2.213  C3 1.098
10 H -0.278 0.341 -0.529  O12 0.964
11 H -0.606 0.905 -1.876  O12 0.970
12 O 0.148 0.580 -1.360  H10 0.964, H11 0.970
13 H 2.194 2.495 -0.035  O15 0.963
14 H 2.211 1.297 -0.946  O15 0.966
15 O 2.744 2.062 -0.696  H13 0.963, H14 0.966
16 H -3.409 0.694 -2.001  O18 0.963
17 H -3.140 2.174 -1.770  O18 0.964
18 O -2.707 1.352 -2.028  H16 0.963, H17 0.964
19 H 5.894 1.085 -0.673  O21 0.963
20 H 4.798 2.080 -0.351  O21 0.966
21 O 5.731 1.896 -0.179  H19 0.963, H20 0.966

Values from the calculation:
E_HOMO (spin up / spin down) in eV: -12.46 / -12.46
Multiplicity: 2
LUMO level (spin up / spin down) in eV: -3.9 / -9.0
Net charge: +1
Kohn-Sham gap (spin up / spin down) in eV: 8.521 / 3.483
Expectation value of S²: 0.75

---

How do the records compare in energy relative to the best compared isomer or geometry (same formula, charge and spin)? In the order shown, they have 78.2, 0.0, 129.0, 17.8 kJ/mol.
How do the records compare in electronic energy? In the order shown, they have -9912.3098, -11961.3776, -21325.6763, -21317.3681 eV.